This record from the Open Molecules 2025 dataset describes a structure of composition C52H44BrEuF4IP2. The level of theory is wB97M-V/def2-TZVPD.

The geometry in XYZ format:
```
105
Properties=species:S:1:pos:R:3:lowdin_spin:R:1
C 1.18 3.92 -2.38 0.000
H -4.99 0.76 1.00 0.000
C 4.33 0.54 0.46 0.000
C 0.91 2.57 -2.18 0.001
H -2.85 -4.88 -1.83 0.000
H 0.89 -1.72 1.07 0.000
C -0.08 6.25 0.63 0.000
C -3.51 -2.28 -1.30 -0.003
H -5.97 -0.06 -0.48 0.000
H 0.90 -1.75 5.71 0.000
H -0.11 2.22 -2.28 0.001
C 2.79 -3.58 1.23 0.000
C 2.67 -0.58 -4.12 0.000
C 3.04 0.93 1.05 0.000
H -1.95 -4.66 1.83 0.000
P 1.30 -0.05 -1.74 -0.007
H -1.39 -4.93 -0.87 0.000
C -2.87 -1.89 1.39 -0.001
Eu -1.19 -0.66 -0.45 7.031
H 3.23 -4.05 2.11 0.000
H -4.32 -1.72 -3.24 0.000
C 1.43 -0.49 -3.51 -0.001
C 1.45 -2.65 -1.37 0.000
C -3.82 -1.06 0.78 -0.002
H 2.61 4.47 3.84 0.000
C -4.57 -0.04 1.61 0.000
C 3.24 2.14 -1.77 0.000
F 1.80 -1.13 -7.55 0.000
F -0.63 -1.00 -6.46 0.000
C 4.57 -0.57 -0.24 0.000
H 0.38 7.21 0.85 0.000
C -2.01 -4.28 -1.47 0.001
C 1.42 5.32 2.28 0.000
C 0.43 -0.85 -5.68 0.000
C 1.93 1.67 -1.86 -0.001
C -5.36 -0.58 -1.20 0.000
C 1.88 4.30 3.05 0.000
C 2.48 4.38 -2.25 0.000
H -0.81 -3.39 2.23 0.000
H 1.02 -2.55 -2.35 0.000
H 5.12 1.27 0.53 0.000
H -1.75 1.73 3.40 0.000
H -1.03 -0.72 6.84 0.000
H -0.58 -4.32 0.77 0.000
H -1.44 -3.97 -2.35 0.000
C 2.08 -4.34 0.40 0.000
C -4.17 -1.28 -0.57 -0.002
H -4.84 -3.29 -2.65 0.000
C 1.45 -3.88 -0.84 0.000
C 1.41 3.00 2.79 -0.001
C 2.13 -1.41 -0.80 0.001
H 0.95 -4.64 -1.43 0.000
C -3.99 -2.61 -2.70 0.000
H -2.56 4.83 -1.11 0.000
C -0.09 0.36 3.25 0.001
H -3.24 -1.09 3.38 0.000
H -3.93 0.43 2.35 0.000
H -1.50 7.04 -0.75 0.000
H -3.12 -2.83 3.28 0.000
H 4.06 -2.53 -0.96 0.000
C -0.10 3.80 1.07 0.000
C -1.22 3.80 0.17 0.001
C 0.42 5.11 1.31 0.000
C 0.31 -1.00 5.20 0.000
H -5.40 -0.52 2.14 0.000
H -2.35 1.04 5.70 0.000
C 0.32 -0.64 -4.32 0.000
H 1.79 6.33 2.43 0.000
H -1.68 -1.84 3.22 0.000
H 4.05 1.46 -1.59 0.000
C -1.33 -3.86 1.40 0.001
H 0.38 4.60 -2.64 0.000
C 0.51 2.71 1.79 -0.002
H -3.22 -3.10 -3.30 0.000
I -2.49 2.18 -0.30 -0.006
F 3.80 -0.47 -3.40 0.000
C 3.07 -2.12 1.04 0.000
Br -1.45 -0.60 -3.62 -0.003
C 1.82 -1.25 0.74 0.000
C 0.66 -0.61 3.91 0.000
C -2.22 -2.89 0.66 -0.003
C -1.71 4.91 -0.45 0.000
H 2.70 5.44 -2.40 0.000
C -2.54 -3.09 -0.69 -0.003
H 3.68 -1.74 1.85 0.000
C -2.71 -1.90 2.90 0.001
C -1.51 0.56 5.19 0.000
H 5.56 -0.70 -0.69 0.000
P 0.28 0.91 1.55 -0.006
C 2.81 -0.80 -5.47 0.000
C -1.18 0.95 3.90 0.000
C 3.62 -1.72 -0.39 0.000
H 1.96 -5.40 0.63 0.000
H 2.98 1.98 1.31 0.000
H 1.79 2.19 3.40 0.000
H 4.53 3.85 -1.88 0.000
C 1.92 0.20 1.18 0.001
C -0.77 -0.42 5.83 0.000
C 3.51 3.49 -1.96 0.000
C 1.68 -0.92 -6.25 0.000
H -5.06 0.14 -1.97 0.000
H -6.00 -1.32 -1.69 0.000
C -1.11 6.16 -0.24 0.000
F 4.01 -0.89 -6.03 0.000
H 1.53 -1.04 3.42 0.000
```

Its multiplicity is 8. The value obtained for the orbital gap (spin up / spin down) is 7.789 / 7.869 eV. The calculation puts the LUMO energy (spin up / spin down) at -5.23 / -5.17 eV. The HOMO energy (spin up / spin down) comes out at -13.015 / -13.035 eV. As for the total charge: +2. As for the strongest force on any atom: 1.23 eV/A.